# 1
Below is a structure of composition C33H57FeN3O5Si at a distorted geometry, with properties calculated with ωB97M-V/def2-TZVPD.

```
100
Properties=species:S:1:pos:R:3
O 1.015 -1.945 -0.273
O -1.737 -2.351 -4.710
C 2.109 -2.334 -1.229
C 3.019 -3.448 -0.697
H 2.683 -1.433 -1.429
H 1.661 -2.647 -2.193
H 3.486 -3.074 0.223
H 3.878 -3.752 -1.341
H 2.436 -4.351 -0.485
C -0.056 -2.906 -0.289
C -0.126 -3.945 -1.423
H -1.040 -2.436 -0.262
H 0.003 -3.518 0.633
H -0.316 -3.520 -2.429
H -1.009 -4.580 -1.205
H 0.746 -4.617 -1.462
C -2.833 -1.854 -3.933
C -1.033 -1.327 -5.441
C -3.662 -3.040 -3.488
H -3.430 -1.148 -4.543
H -2.465 -1.258 -3.070
H -3.949 -3.658 -4.337
H -4.584 -2.673 -3.051
H -3.114 -3.655 -2.773
C -0.835 -1.839 -6.851
H -0.063 -1.122 -4.948
H -1.581 -0.363 -5.441
H -0.325 -2.802 -6.869
H -0.250 -1.109 -7.397
H -1.792 -1.942 -7.365
H 0.538 -0.250 -0.689
N 1.638 1.213 1.799
C 1.594 2.440 2.315
C 0.439 3.242 2.210
C -0.840 2.783 1.892
C 2.805 2.969 3.048
H 3.719 2.882 2.454
H 2.969 2.436 3.993
H 2.649 4.023 3.284
C -1.981 3.786 1.866
H -2.562 3.806 2.800
H -2.682 3.585 1.049
H -1.594 4.804 1.720
N -1.090 1.473 1.685
C 2.751 0.331 1.965
C 3.839 0.354 1.055
C 3.887 1.338 -0.065
C 4.859 -0.566 1.222
H 5.695 -0.588 0.503
C 4.871 -1.457 2.314
H 5.691 -2.156 2.451
C 3.818 -1.403 3.254
H 3.834 -2.057 4.122
C 2.772 -0.510 3.096
C 1.721 -0.445 4.121
C -2.365 0.948 2.077
C -3.305 0.542 1.104
C -3.061 0.775 -0.347
C -4.506 -0.058 1.518
H -5.219 -0.395 0.766
C -4.796 -0.221 2.877
H -5.734 -0.703 3.194
C -3.899 0.260 3.838
H -4.114 0.159 4.901
C -2.700 0.883 3.450
C -1.844 1.472 4.514
Fe 0.246 0.091 1.071
H 3.315 0.992 -0.935
H 4.928 1.491 -0.382
H 3.476 2.311 0.209
H 1.290 0.553 4.238
H 2.104 -0.781 5.093
H 0.824 -1.166 3.876
H -3.914 0.435 -0.940
H -2.172 0.238 -0.699
H -2.915 1.835 -0.579
H -0.785 1.292 4.317
H -2.086 1.020 5.478
H -2.002 2.552 4.607
H 0.545 4.300 2.499
C 0.490 0.320 -1.498
Si 0.369 2.076 -2.255
H 1.581 0.127 -1.840
H -0.342 -0.327 -1.940
C 1.614 2.029 -3.699
C 0.788 3.656 -1.323
C -1.311 2.344 -3.024
H -1.767 1.367 -3.316
H -1.262 2.982 -3.956
H -2.035 2.825 -2.318
H 2.604 1.714 -3.328
H 1.724 3.013 -4.197
H 1.290 1.278 -4.443
H 1.596 3.535 -0.584
H -0.069 4.054 -0.750
H 1.118 4.470 -2.010
O -2.038 -2.566 4.982
N -0.984 -1.924 4.878
O -0.527 -1.170 5.766
O -0.327 -2.020 3.725
```

Calculated values
⟨S²⟩   6.02
Frontier orbital gap (spin up / spin down)   7.633 / 7.215 eV
2S+1   5
Energy above the lowest of the compared OMol25 structures with the same formula, charge and spin   42.8 kcal per mole
Total energy   -3385.0599 Eh

---

# 2
Below is the ion C3H8N2O2 with charge +1 at a distorted geometry, with properties calculated with ωB97M-V/def2-TZVPD.

```
15
Properties=species:S:1:pos:R:3
N 0.778 -0.401 1.172
C 0.277 -0.445 -0.314
C 0.511 1.047 -0.825
O 1.987 1.249 -0.620
C -1.202 -0.883 -0.455
N -1.936 -0.703 0.704
O -1.664 -0.919 -1.632
H 1.776 -0.163 0.954
H 0.550 -1.278 1.831
H 1.001 -1.075 -0.815
H 0.168 1.187 -1.830
H -0.065 1.680 0.009
H 2.122 2.117 -0.325
H -2.834 -0.299 0.641
H -1.469 -1.114 1.504
```

Calculated values
⟨S²⟩   0.76
Frontier orbital gap (spin up / spin down)   10.787 / 5.668 eV
Charge   +1
2S+1   2
Energy above the lowest of the compared OMol25 structures with the same formula, charge and spin   70.0 kcal per mole
Total energy   -378.7032 Eh

---

# 3
Below is a structure of composition C5H7IN2 at a distorted geometry, with properties calculated with ωB97M-V/def2-TZVPD.

```
15
Properties=species:S:1:pos:R:3
C 0.728 -0.078 -0.057
C 0.025 0.578 -1.020
C -0.277 -0.767 0.781
C 0.329 1.479 -2.167
C -0.154 -0.875 2.246
N -1.367 0.480 -0.732
N -1.539 -0.264 0.262
I -0.238 -2.762 0.024
H 1.774 -0.375 -0.091
H -0.295 1.195 -2.983
H 1.334 1.642 -2.439
H 0.111 2.484 -1.914
H -1.130 -1.070 2.723
H 0.045 0.030 2.746
H 0.655 -1.697 2.621
```

Calculated values
Frontier orbital gap   8.441 eV
2S+1   1
Energy above the lowest of the compared OMol25 structures with the same formula, charge and spin   45.4 kcal per mole
Total energy   -601.8476 Eh

---

# 4
Below is the molecule C2H4N2O, with properties calculated with ωB97M-V/def2-TZVPD.

```
9
Properties=species:S:1:pos:R:3
H 2.198 -1.431 -0.146
N 1.277 -1.230 0.246
C 0.953 -0.044 -0.035
N -0.281 0.493 0.417
C -1.474 0.306 -0.230
O -2.550 0.625 0.221
H 1.570 0.642 -0.626
H -0.339 0.792 1.382
H -1.353 -0.153 -1.228
```

Calculated values
Frontier orbital gap   10.997 eV
Structure (SMILES)   [H]/N=C/NC=O
2S+1   1
Energy above the lowest of the compared OMol25 structures with the same formula, charge and spin   11.6 kcal per mole
Total energy   -263.3448 Eh

---

# 5
Below is the molecule C2F6N2O2 at a distorted geometry, with properties calculated with ωB97M-V/def2-TZVPD.

```
12
Properties=species:S:1:pos:R:3
O 1.230 2.100 0.058
N 0.235 1.523 0.358
O -0.772 1.943 0.822
N 0.208 0.086 0.351
C 1.136 -0.872 -0.085
F 1.012 -1.193 -1.321
F 2.370 -0.498 0.126
F 1.016 -1.981 0.671
C -1.399 -0.327 -0.093
F -1.357 -1.596 -0.464
F -1.628 0.319 -1.195
F -2.197 -0.151 0.922
```

Calculated values
Frontier orbital gap   11.865 eV
Structure (SMILES)   O=[N+]([O-])N(C(F)(F)F)C(F)(F)F
2S+1   1
Energy above the lowest of the compared OMol25 structures with the same formula, charge and spin   8.2 kcal per mole
Total energy   -935.2621 Eh

---

# 6
Below is a cluster of 2 separate species, C6H5NO3 in total at a distorted geometry, with properties calculated with ωB97M-V/def2-TZVPD.

```
15
Properties=species:S:1:pos:R:3
C 2.848 0.659 3.861
C -0.323 0.913 2.207
C -0.787 -0.164 1.503
C 0.404 1.970 1.780
C -0.575 -0.483 0.082
C 0.531 0.213 -0.659
N 3.531 -0.033 4.514
O 0.831 2.980 1.467
O 2.156 1.406 3.219
O -1.276 -1.330 -0.434
H -0.536 0.987 3.270
H -1.437 -0.860 2.013
H 1.437 -0.385 -0.558
H 0.734 1.206 -0.277
H 0.283 0.264 -1.718
```

Calculated values
Frontier orbital gap (spin up / spin down)   4.894 / 5.124 eV
2S+1   1
Energy above the lowest of the compared OMol25 structures with the same formula, charge and spin   104.0 kcal per mole
Total energy   -511.9735 Eh

---

# 7
Below is a cluster of 2 separate species, C2H7FNS in total at a distorted geometry, with properties calculated with ωB97M-V/def2-TZVPD.

```
12
Properties=species:S:1:pos:R:3
C 0.554 -1.368 0.256
C 0.711 0.089 0.407
N -0.179 -0.479 -0.642
F -2.414 1.092 0.006
S 2.200 0.900 -0.167
H 1.359 -1.937 -0.190
H -0.038 -1.919 0.974
H 0.181 0.597 1.204
H 0.131 -0.409 -1.613
H -1.191 -0.358 -0.536
H -3.149 1.663 0.115
H 1.834 2.130 0.186
```

Calculated values
Frontier orbital gap   11.020 eV
Charge   +1
2S+1   1
Energy above the lowest of the compared OMol25 structures with the same formula, charge and spin   0.0 kcal per mole
Total energy   -632.9243 Eh

---

# 8
Below is a cluster of 3 separate species, C22H33BFN2O3 in total at a distorted geometry, with properties calculated with ωB97M-V/def2-TZVPD.

```
62
Properties=species:S:1:pos:R:3
C -0.205 -0.468 -1.333
C 0.719 0.914 -1.506
C 0.609 1.793 -2.916
C 1.627 1.455 -0.457
C 2.878 0.593 0.242
C 3.678 -0.205 -0.944
C 4.831 -1.250 -0.432
C 4.797 -2.529 -1.511
C 4.573 -1.912 1.045
C 5.604 -1.246 2.163
B 4.896 -0.144 3.155
O 3.590 -0.444 3.777
C 3.984 -0.618 5.214
O 2.995 -0.210 6.223
C 5.171 0.523 5.344
F 4.479 1.815 5.130
O 5.958 0.387 4.079
H 0.093 -1.058 -0.359
H -1.356 -0.169 -1.270
H -0.058 -1.186 -2.266
H 1.684 2.058 -3.346
H 0.051 2.806 -2.642
H -0.069 1.226 -3.684
H 1.394 2.561 -0.079
H 2.372 -0.084 1.050
H 3.615 1.404 0.681
H 2.969 -0.749 -1.730
H 4.247 0.629 -1.580
H 5.935 -0.816 -0.529
H 5.658 -3.295 -1.308
H 3.772 -3.094 -1.279
H 4.736 -2.153 -2.629
H 3.456 -1.942 1.391
H 4.915 -3.053 0.959
H 6.598 -0.836 1.681
H 5.933 -2.156 2.860
H 4.696 0.814 2.487
H 4.427 -1.680 5.463
H 2.200 -0.820 6.163
H 5.971 0.427 6.195
N -2.322 2.352 -2.978
C -3.088 2.300 -4.089
C -4.433 1.965 -4.083
C -5.030 1.662 -2.864
C -4.266 1.705 -1.702
C -2.930 2.054 -1.809
H -2.576 2.542 -5.016
H -5.001 1.942 -5.006
H -6.082 1.394 -2.820
H -4.702 1.473 -0.737
H -2.293 2.105 -0.930
N -7.262 0.173 -0.965
C -8.560 0.017 -1.306
C -9.443 -0.803 -0.622
C -8.968 -1.511 0.477
C -7.635 -1.373 0.851
C -6.830 -0.526 0.107
H -8.882 0.588 -2.172
H -10.476 -0.888 -0.939
H -9.630 -2.165 1.037
H -7.234 -1.911 1.702
H -5.783 -0.381 0.362
```

Calculated values
Frontier orbital gap   5.588 eV
Charge   -1
2S+1   1
Total energy   -1317.8140 Eh